# 1
# C30H67F2IrO8P2Si

A molecular structure, C30H67F2IrO8P2Si (wB97M-V/def2-TZVPD, the Open Molecules 2025 dataset).

Computed properties:
Frontier orbital gap (alpha / beta) in hartree: 0.3594 / 0.2297
HOMO level (alpha / beta) in eV: -11.45 / -12.41
LUMO (alpha / beta) in eV: -1.7 / -6.2
F_max in Eh/bohr: 0.091

Geometry as ORCA input:
```
! RIJCOSX wB97M-V def2-TZVPD def2/J DEFGRID3
* xyz 1 6
Ir -0.868 -18.802 5.103
C 0.338 -19.665 8.377
C -1.023 -20.298 8.377
C -1.014 -21.424 9.409
P -1.379 -20.817 6.596
C -3.199 -21.028 6.432
C -4.036 -21.837 7.474
C -3.849 -19.664 6.233
C -0.467 -22.399 6.058
C -1.131 -23.552 6.593
C 0.994 -22.231 6.365
H 0.576 -19.204 9.339
H 0.410 -18.890 7.717
H 1.116 -20.359 8.122
H -1.826 -19.512 8.446
H 0.007 -21.893 9.310
H -1.890 -22.069 9.331
H -0.950 -21.002 10.434
H -3.276 -21.648 5.503
H -4.180 -21.280 8.400
H -3.651 -22.792 7.774
H -5.024 -22.050 7.043
H -3.446 -18.919 6.957
H -4.891 -19.656 6.621
H -3.745 -19.294 5.243
H -0.645 -22.164 4.937
H -1.078 -23.529 7.661
H -0.738 -24.471 6.170
H -2.161 -23.538 6.308
H 1.218 -21.778 7.295
H 1.492 -21.503 5.694
H 1.641 -23.160 6.241
C 1.676 -17.248 1.301
C 2.938 -17.097 2.146
C 4.155 -16.855 1.307
C 2.764 -16.045 3.174
O 3.171 -18.395 2.766
Si 2.456 -19.141 3.999
O 0.744 -18.649 4.177
O 2.986 -18.755 5.497
C 4.371 -18.860 6.091
C 5.309 -19.642 5.138
C 3.979 -19.644 7.351
C 4.894 -17.390 6.226
O 2.384 -20.730 3.795
C 2.227 -21.374 2.501
C 3.542 -21.375 1.753
C 1.036 -20.805 1.798
C 1.892 -22.796 2.818
H 1.488 -16.360 0.754
H 0.794 -17.344 1.913
H 1.846 -18.067 0.531
H 4.229 -15.935 0.811
H 4.350 -17.664 0.614
H 4.966 -16.900 2.067
H 2.363 -15.120 2.736
H 3.699 -15.785 3.714
H 2.171 -16.318 3.971
H 5.258 -20.697 5.201
H 6.363 -19.390 5.434
H 5.094 -19.312 4.122
H 3.355 -20.552 7.029
H 3.280 -18.943 7.868
H 4.811 -19.886 8.087
H 5.142 -16.899 5.261
H 5.756 -17.200 6.935
H 4.075 -16.906 6.737
H 4.068 -20.378 1.902
H 3.537 -21.608 0.701
H 4.201 -22.145 2.152
H 1.002 -19.740 1.639
H 0.153 -21.080 2.324
H 0.912 -21.318 0.844
H 2.559 -23.211 3.605
H 2.031 -23.452 2.014
H 0.872 -22.956 3.234
C -5.834 -21.039 1.455
C -4.316 -21.175 1.465
C -3.623 -21.453 0.166
C -3.842 -22.253 2.448
O -4.000 -19.818 1.995
P -2.513 -19.270 2.255
O -1.595 -19.690 1.226
O -2.133 -19.677 3.698
O -2.667 -17.682 2.465
C -2.887 -16.490 1.554
C -2.513 -16.985 0.186
C -4.400 -16.201 1.728
C -1.990 -15.454 2.049
H -6.380 -22.052 1.515
H -6.124 -20.419 0.600
H -6.055 -20.632 2.432
H -4.142 -22.309 -0.395
H -2.605 -21.684 0.396
H -3.607 -20.528 -0.428
H -3.858 -23.197 1.934
H -4.403 -22.286 3.387
H -2.838 -22.050 2.834
H -3.165 -17.732 -0.141
H -1.521 -17.387 0.116
H -2.480 -16.165 -0.513
H -4.931 -17.068 1.349
H -4.839 -15.318 1.238
H -4.606 -16.124 2.799
H -0.963 -15.789 1.972
H -2.154 -15.210 3.129
H -2.041 -14.573 1.451
F -2.414 -16.447 5.987
C -1.139 -16.817 5.699
F -0.377 -16.506 6.852
H -0.802 -16.049 4.937
*
```

# 2
# C30H68BN9O10

9 unconnected molecules or ions with the total composition C30H68BN9O10 (wB97M-V/def2-TZVPD, the Open Molecules 2025 dataset).

Computed properties:
Frontier orbital gap in hartree: 0.3359
HOMO level in eV: -8.72
LUMO in eV: 0.4
F_max in Eh/bohr: 0.165

Geometry as ORCA input:
```
! RIJCOSX wB97M-V def2-TZVPD def2/J DEFGRID3
* xyz 0 1
C -0.665 -0.163 2.166
C -0.896 1.255 2.964
B -2.355 1.959 2.686
O -2.354 3.347 2.101
C -3.836 1.290 2.940
C -4.604 0.500 1.716
C -6.046 0.238 2.521
N -5.536 -0.170 3.919
C -4.051 0.170 4.117
O -3.224 -0.377 5.012
H -1.494 -0.914 2.581
H -0.670 -0.080 0.998
H 0.402 -0.577 2.503
H -0.071 2.012 2.550
H -0.678 1.140 4.113
H -1.454 3.449 1.631
H -4.533 2.184 3.254
H -4.653 1.056 0.678
H -4.156 -0.606 1.721
H -6.762 -0.522 1.976
H -6.446 1.360 2.579
H -5.953 0.496 4.635
C 3.246 -2.732 -1.093
N 2.013 -1.999 -1.285
C 1.147 -2.363 -2.387
C 1.637 -0.965 -0.453
O 0.611 -0.306 -0.559
H 3.864 -2.626 -1.989
H 3.009 -3.788 -0.933
H 3.800 -2.354 -0.229
H 1.020 -1.496 -3.042
H 0.169 -2.652 -1.991
H 1.574 -3.194 -2.955
H 2.366 -0.771 0.351
C -6.601 -5.347 0.918
N -6.237 -4.013 0.489
C -7.128 -3.296 -0.399
C -5.070 -3.404 0.899
O -4.702 -2.282 0.575
H -6.702 -5.987 0.036
H -7.557 -5.300 1.448
H -5.842 -5.769 1.582
H -6.591 -3.050 -1.320
H -7.441 -2.366 0.085
H -8.007 -3.902 -0.637
H -4.467 -4.036 1.572
C 2.378 2.210 -4.785
N 3.455 1.534 -4.092
C 4.796 1.622 -4.631
C 3.245 0.811 -2.938
O 4.108 0.217 -2.304
H 2.305 1.811 -5.800
H 2.601 3.280 -4.826
H 1.424 2.062 -4.271
H 5.158 0.613 -4.852
H 5.452 2.075 -3.882
H 4.808 2.224 -5.544
H 2.190 0.810 -2.615
C -0.580 -1.150 -8.523
N 0.451 -0.158 -8.302
C 1.794 -0.427 -8.771
C 0.194 1.035 -7.659
O 1.017 1.915 -7.439
H -0.286 -2.081 -8.030
H -0.682 -1.320 -9.599
H -1.540 -0.818 -8.120
H 2.480 -0.404 -7.920
H 2.086 0.353 -9.481
H 1.844 -1.405 -9.258
H -0.857 1.138 -7.343
C 3.269 -0.166 6.253
N 3.401 -0.327 4.820
C 4.418 0.432 4.123
C 2.591 -1.179 4.100
O 2.650 -1.362 2.891
H 3.044 0.882 6.472
H 4.212 -0.447 6.730
H 2.466 -0.795 6.648
H 3.937 1.060 3.366
H 5.100 -0.262 3.622
H 4.978 1.060 4.821
H 1.853 -1.707 4.727
C 8.805 -3.251 2.362
N 8.021 -2.214 3.000
C 7.048 -2.591 4.005
C 8.171 -0.881 2.683
O 7.543 0.043 3.182
H 8.127 -3.947 1.858
H 9.375 -3.785 3.128
H 9.496 -2.828 1.629
H 6.057 -2.256 3.684
H 7.299 -2.095 4.947
H 7.042 -3.675 4.149
H 8.936 -0.706 1.908
C 4.754 3.165 -0.688
N 5.119 4.499 -1.117
C 4.227 5.216 -2.005
C 6.285 5.108 -0.706
O 6.653 6.230 -1.030
H 4.653 2.525 -1.569
H 3.799 3.212 -0.158
H 5.513 2.743 -0.023
H 4.765 5.462 -2.926
H 3.914 6.146 -1.521
H 3.349 4.610 -2.242
H 6.889 4.476 -0.034
C -10.531 1.619 3.193
N -10.399 1.458 1.760
C -9.382 2.217 1.062
C -11.209 0.606 1.039
O -11.150 0.423 -0.170
H -10.756 2.667 3.412
H -9.588 1.338 3.669
H -11.334 0.990 3.588
H -9.863 2.845 0.306
H -8.700 1.523 0.562
H -8.822 2.845 1.760
H -11.947 0.079 1.667
*
```

# 3
# C30H68N4O6

4 unconnected molecules or ions with the total composition C30H68N4O6 (wB97M-V/def2-TZVPD, the Open Molecules 2025 dataset).

Computed properties:
Frontier orbital gap in hartree: 0.3271
HOMO level in eV: -8.24
ΔE to the lowest compared entry with this formula, charge and spin in kJ/mol: 0.0
LUMO in eV: 0.7
F_max in Eh/bohr: 0.032

Geometry as ORCA input:
```
! RIJCOSX wB97M-V def2-TZVPD def2/J DEFGRID3
* xyz 0 1
C -2.045 -1.034 2.293
C -3.362 -1.789 2.058
C -3.036 -3.273 1.803
C -4.216 -1.588 3.318
C -5.653 -2.011 3.090
C -6.235 -1.189 1.939
C -5.449 -1.326 0.641
C -5.856 -2.589 -0.119
C -5.856 -0.133 -0.250
N -4.030 -1.145 0.936
O -3.241 -1.239 -0.226
H -2.260 0.041 2.236
H -1.573 -1.226 3.256
H -1.312 -1.199 1.499
H -2.821 -3.850 2.704
H -3.868 -3.770 1.299
H -2.187 -3.380 1.126
H -3.762 -2.226 4.081
H -4.112 -0.543 3.616
H -5.636 -3.075 2.831
H -6.282 -1.856 3.967
H -6.291 -0.140 2.265
H -7.307 -1.386 1.826
H -5.668 -3.524 0.418
H -5.369 -2.661 -1.092
H -6.941 -2.608 -0.250
H -6.887 -0.245 -0.594
H -5.244 -0.100 -1.155
H -5.738 0.821 0.263
H -2.946 -0.335 -0.401
C 5.586 3.719 -2.850
C 5.282 4.425 -1.527
C 6.448 4.099 -0.581
C 5.273 5.937 -1.714
C 3.925 6.539 -2.108
C 2.775 5.938 -1.312
C 2.732 4.436 -1.178
C 1.848 4.169 0.041
C 2.073 3.766 -2.393
N 4.068 3.941 -0.869
O 4.060 2.535 -0.776
H 4.771 3.805 -3.576
H 6.516 4.069 -3.291
H 5.624 2.638 -2.689
H 6.551 3.022 -0.423
H 7.408 4.411 -0.996
H 6.270 4.556 0.393
H 5.749 6.496 -0.906
H 5.949 6.127 -2.556
H 3.973 7.617 -1.941
H 3.745 6.409 -3.180
H 1.836 6.325 -1.726
H 2.762 6.404 -0.319
H 2.260 4.546 0.977
H 1.599 3.120 0.229
H 0.868 4.629 -0.138
H 1.891 2.715 -2.181
H 2.768 3.843 -3.233
H 1.176 4.303 -2.701
H 4.375 2.328 0.110
C -2.885 2.340 -0.349
O -2.000 1.293 -0.652
C -1.331 1.401 -1.906
C -0.678 0.089 -2.243
N -1.577 -0.843 -2.910
C -1.236 -2.247 -2.616
C -2.434 -3.128 -2.903
O -2.111 -4.452 -2.529
C -3.225 -5.297 -2.595
H -3.407 2.690 -1.257
H -2.346 3.210 0.039
H -3.667 1.977 0.313
H -0.648 2.257 -1.906
H -2.098 1.630 -2.665
H -0.212 -0.328 -1.341
H 0.168 0.324 -2.905
H -2.515 -0.664 -2.560
H -0.847 -2.421 -1.606
H -0.429 -2.479 -3.320
H -2.656 -3.090 -3.976
H -3.268 -2.779 -2.283
H -2.985 -6.259 -2.151
H -3.568 -5.442 -3.631
H -4.088 -4.880 -2.051
C 5.040 -4.696 4.132
O 4.243 -4.428 3.002
C 2.886 -4.333 3.322
C 2.055 -4.055 2.079
N 2.591 -2.956 1.299
C 1.581 -2.144 0.617
C 2.233 -0.933 -0.018
O 2.930 -0.141 0.923
C 2.108 0.638 1.766
H 5.190 -3.785 4.724
H 5.990 -5.099 3.792
H 4.568 -5.434 4.794
H 2.687 -3.559 4.084
H 2.527 -5.283 3.749
H 1.009 -3.950 2.395
H 2.137 -4.954 1.452
H 3.184 -2.363 1.867
H 0.799 -1.828 1.333
H 1.115 -2.777 -0.143
H 1.446 -0.336 -0.493
H 2.976 -1.272 -0.739
H 1.077 0.720 1.415
H 2.619 1.590 1.917
H 2.076 0.187 2.771
*
```

# 4
# C30H68N5O8P3

6 unconnected molecules or ions with the total composition C30H68N5O8P3 (wB97M-V/def2-TZVPD, the Open Molecules 2025 dataset).

Computed properties:
Frontier orbital gap in hartree: 0.3101
HOMO level in eV: -7.79
LUMO in eV: 0.6
F_max in Eh/bohr: 0.032

Geometry as ORCA input:
```
! RIJCOSX wB97M-V def2-TZVPD def2/J DEFGRID3
* xyz 0 1
H 6.466 -1.197 2.495
N 5.533 -0.929 2.190
C 5.022 -1.934 1.620
C 3.667 -1.906 1.052
P 3.180 -0.187 0.243
C 1.695 -1.036 -0.485
C 0.643 -1.467 0.559
C -0.784 -1.040 0.173
C -1.576 -0.631 1.406
N -2.858 -0.068 0.963
C -2.767 1.286 0.584
N -3.335 1.541 -0.673
N -2.254 2.146 1.337
H -2.250 3.053 0.876
C 2.732 1.464 -0.576
C 3.242 2.860 -0.171
O 2.183 3.576 0.460
C 4.504 3.059 0.662
N 5.568 2.061 0.492
P 2.963 0.589 2.326
O 1.652 1.276 2.404
P 4.974 -0.503 -1.074
O 4.953 -1.835 -1.733
H 5.577 -2.863 1.545
H 2.991 -2.202 1.849
H 3.601 -2.703 0.327
H 1.207 -0.415 -1.226
H 2.025 -1.912 -1.020
H 0.647 -2.548 0.603
H 0.835 -1.130 1.571
H -1.284 -1.901 -0.242
H -0.787 -0.199 -0.507
H -0.991 0.071 1.992
H -1.796 -1.486 2.037
H -3.590 -0.194 1.649
H -2.791 1.080 -1.396
H -3.353 2.533 -0.865
H 1.659 1.553 -0.531
H 2.928 1.321 -1.631
H 3.387 3.421 -1.081
H 2.254 3.487 1.421
H 4.920 4.009 0.362
H 4.292 3.208 1.721
H 6.430 2.414 0.888
H 5.344 1.239 1.048
H 4.048 1.381 2.768
H 2.925 -0.479 3.244
H 6.210 -0.338 -0.432
H 4.993 0.464 -2.103
C 8.784 -3.537 6.130
C 8.303 -2.141 6.511
C 8.289 -1.439 5.162
O 7.999 -2.444 4.182
C 8.108 -3.740 4.782
H 8.520 -4.306 6.854
H 9.870 -3.538 6.010
H 7.290 -2.194 6.918
H 8.937 -1.641 7.241
H 9.266 -1.004 4.929
H 7.536 -0.651 5.103
H 7.100 -4.150 4.901
H 8.672 -4.397 4.119
C -6.553 5.386 -1.722
C -7.403 4.156 -2.023
C -6.427 3.292 -2.808
O -5.119 3.597 -2.313
C -5.183 4.767 -1.490
H -6.905 5.966 -0.870
H -6.526 6.043 -2.594
H -7.680 3.657 -1.092
H -8.314 4.375 -2.577
H -6.451 3.534 -3.876
H -6.621 2.227 -2.689
H -5.059 4.460 -0.445
H -4.365 5.439 -1.754
C 2.071 0.011 -5.578
C 0.709 0.568 -5.986
C -0.130 0.278 -4.748
O 0.763 0.340 -3.632
C 2.114 0.365 -4.100
H 2.905 0.429 -6.138
H 2.084 -1.074 -5.705
H 0.781 1.646 -6.147
H 0.301 0.116 -6.888
H -0.563 -0.727 -4.787
H -0.937 0.997 -4.602
H 2.510 1.376 -3.946
H 2.711 -0.337 -3.511
C -5.496 -0.140 -4.367
C -4.957 -1.534 -4.676
C -3.560 -1.466 -4.073
O -3.641 -0.572 -2.962
C -4.891 0.129 -2.996
H -6.584 -0.079 -4.369
H -5.112 0.578 -5.096
H -5.554 -2.288 -4.158
H -4.948 -1.779 -5.738
H -2.837 -1.061 -4.791
H -3.199 -2.436 -3.729
H -5.526 -0.266 -2.195
H -4.717 1.184 -2.808
C -6.014 -3.419 4.053
C -5.667 -3.300 2.572
C -5.947 -1.828 2.308
O -5.678 -1.136 3.531
C -5.526 -2.081 4.593
H -5.547 -4.269 4.548
H -7.096 -3.503 4.177
H -4.606 -3.514 2.420
H -6.243 -3.962 1.929
H -6.997 -1.664 2.044
H -5.323 -1.417 1.514
H -4.466 -2.126 4.866
H -6.092 -1.741 5.461
*
```

Question: What is the formula in the second record?
Answer: C30H68BN9O10

Question: What is the F_max in the third record?
Answer: 0.032 Eh/bohr

Question: What is the F_max in the third record?
Answer: 0.032 Eh/bohr